(1)
# C10H16

2 unconnected molecules or ions with the total composition C10H16 at a distorted geometry (ωB97M-V/def2-TZVPD, the Open Molecules 2025 dataset).

Values from the calculation:
**Total charge**: +1
**Molar mass**: 136.2 g/mol
**Energy relative to the best compared isomer or geometry (same formula, charge and spin)**: 1.746 eV
**Kohn-Sham gap (alpha / beta)**: 0.3603 / 0.2231 Eh
**2S+1**: 2

Element x y z (Å)
C 1.876 -0.482 -0.341
C 3.420 -0.554 -0.412
C 1.407 -0.922 1.073
H 1.682 0.629 -0.375
H 1.494 -0.984 -1.229
H 3.621 -0.821 -1.467
H 2.133 -1.463 1.661
H 0.998 -0.212 1.791
H 3.952 -1.164 0.314
H 4.009 0.383 -0.373
H 0.613 -1.686 0.894
C -2.249 2.387 0.946
C -0.605 -0.094 -1.480
C -0.996 1.095 -0.807
C -1.331 -1.278 -1.267
C -1.840 1.089 0.284
C -2.107 -1.357 -0.164
C -2.329 -0.208 0.670
H 0.286 -0.091 -2.068
H -0.380 1.948 -1.029
H -1.071 -2.191 -1.814
H -2.752 -2.129 0.241
H -3.304 2.393 1.104
H -1.961 3.315 0.424
H -2.894 -0.311 1.599
H -1.673 2.708 1.825

***

(2)
# C10H16

2 unconnected molecules or ions with the total composition C10H16 at a distorted geometry (ωB97M-V/def2-TZVPD, the Open Molecules 2025 dataset).

Values from the calculation:
**Total charge**: +1
**Molar mass**: 136.2 g/mol
**Energy relative to the best compared isomer or geometry (same formula, charge and spin)**: 0.708 eV
**Kohn-Sham gap (alpha / beta)**: 0.3683 / 0.2292 Eh
**2S+1**: 2

Element x y z (Å)
C -1.470 0.139 1.992
C -1.369 -0.680 3.241
C -0.203 0.589 1.354
C 1.039 -0.084 1.679
C -0.247 1.639 0.393
C 2.205 0.242 1.049
C 0.974 2.007 -0.115
C 2.172 1.343 0.138
H -1.924 -0.282 1.056
H -2.177 0.982 2.111
H -0.631 -0.378 3.986
H 0.979 -0.959 2.304
H -1.137 1.964 -0.125
H 3.181 -0.100 1.360
H 0.952 2.798 -0.863
H 3.110 1.751 -0.220
H -0.943 -1.668 2.982
H -2.294 -0.908 3.764
C 0.351 -1.190 -3.713
C -0.891 -0.937 -2.847
H 0.068 -1.817 -4.556
H 0.879 -0.284 -3.973
H 1.073 -1.831 -3.191
H -1.783 -1.523 -3.047
H -1.220 0.110 -2.981
H -0.696 -0.922 -1.779

***

(3)
# C10H16

2 unconnected molecules or ions with the total composition C10H16 at a distorted geometry (ωB97M-V/def2-TZVPD, the Open Molecules 2025 dataset).

Values from the calculation:
**Total charge**: +1
**Molar mass**: 136.2 g/mol
**Energy relative to the best compared isomer or geometry (same formula, charge and spin)**: 0.984 eV
**Kohn-Sham gap (alpha / beta)**: 0.3591 / 0.2201 Eh
**2S+1**: 2

Element x y z (Å)
C 0.519 -2.686 0.108
C -1.519 -1.183 -0.355
C -0.493 -1.659 0.487
C -2.156 -0.025 -0.037
C -1.868 0.733 1.127
C -0.342 -0.990 1.739
C -1.042 0.152 2.105
H -2.000 -1.777 -1.125
H -2.998 0.302 -0.625
H 1.055 -2.308 -0.771
H -0.010 -3.625 -0.070
H -2.498 1.613 1.200
H 0.525 -1.176 2.362
H -0.538 0.728 2.869
H 1.218 -2.751 0.936
C 1.719 1.924 -1.951
C 1.622 0.421 -1.592
C 2.060 2.663 -0.689
H 2.508 2.075 -2.689
H 0.719 2.168 -2.319
H 0.618 0.152 -1.211
H 2.448 0.214 -0.894
H 1.369 2.334 0.098
H 3.108 2.607 -0.382
H 1.756 -0.389 -2.296
H 1.908 3.749 -0.689

***

(4)
# C10H16AuN5O6

A molecular structure, C10H16AuN5O6 at a distorted geometry (ωB97M-V/def2-TZVPD, the Open Molecules 2025 dataset).

Values from the calculation:
**Total charge**: +2
**Molar mass**: 499.2 g/mol
**Energy relative to the best compared isomer or geometry (same formula, charge and spin)**: 0.000 eV
**Kohn-Sham gap**: 0.3295 Eh

Element x y z (Å)
Au 0.107 0.056 -0.028
O -0.159 5.955 -0.805
C -0.167 4.641 -0.668
C -1.337 3.865 -0.656
C -1.211 2.510 -0.490
N -0.013 1.959 -0.342
C 1.125 2.661 -0.368
C 1.091 4.016 -0.525
C 2.349 1.803 -0.216
O 3.460 2.232 -0.248
O 2.058 0.499 -0.021
C -2.311 1.484 -0.465
O -3.440 1.762 -0.726
O -1.873 0.273 -0.106
H -1.037 6.324 -0.968
H -2.327 4.284 -0.785
H 2.009 4.586 -0.557
N 2.337 -2.239 -0.741
C 1.131 -2.693 -0.423
N 0.834 -3.979 -0.583
O 0.208 -1.959 0.091
H 3.020 -2.840 -1.172
H 2.575 -1.261 -0.619
H 1.479 -4.629 -1.000
H -0.116 -4.279 -0.434
N 1.646 0.285 5.698
C 0.625 1.138 4.972
C 0.781 1.090 3.444
N -0.043 0.133 2.719
H 1.652 0.499 6.699
H 2.591 0.458 5.347
H 1.452 -0.713 5.606
H 0.753 2.152 5.343
H -0.357 0.783 5.277
H 1.828 0.911 3.177
H 0.536 2.086 3.074
H -1.035 0.310 2.838
H 0.138 -0.835 2.959

***

(5)
# C10H16BF8NO2S

C10H16BF8NO2S in the gas phase at a distorted geometry (ωB97M-V/def2-TZVPD, the Open Molecules 2025 dataset).

Values from the calculation:
**Structure (SMILES)**: CCCCNB(C[C@@H](C)F)S(=O)(=O)C(F)(F)C(F)(F)C(F)(F)F
**Molar mass**: 377.1 g/mol
**Kohn-Sham gap**: 0.3690 Eh

Element x y z (Å)
C -3.356 2.537 -0.378
C -3.468 1.020 -0.150
C -2.595 0.237 -1.125
C -1.107 0.435 -0.903
N -0.351 -0.729 -1.414
B 1.042 -0.773 -1.233
C 1.965 0.394 -1.725
C 2.937 1.020 -0.722
C 2.310 2.150 0.086
F 3.512 0.082 0.103
S 1.714 -2.399 -0.510
O 3.116 -2.527 -0.807
O 0.877 -3.450 -1.049
C 1.573 -2.588 1.362
F 2.830 -2.814 1.806
F 0.839 -3.699 1.619
C 0.970 -1.439 2.201
F 1.384 -1.630 3.472
F 1.416 -0.237 1.816
C -0.597 -1.426 2.252
F -1.014 -2.157 3.300
F -1.032 -0.161 2.425
F -1.134 -1.952 1.144
H -3.189 2.724 -1.432
H -4.302 2.999 -0.127
H -2.573 2.983 0.219
H -3.239 0.747 0.871
H -4.492 0.744 -0.374
H -2.839 -0.818 -1.024
H -2.879 0.511 -2.135
H -0.800 1.295 -1.489
H -0.874 0.666 0.129
H -0.786 -1.611 -1.169
H 1.383 1.191 -2.167
H 2.558 -0.048 -2.528
H 3.743 1.465 -1.296
H 2.517 1.996 1.139
H 2.711 3.114 -0.190
H 1.230 2.151 0.001

***

(6)
# C10H16BrF6N2P2

2 unconnected molecules or ions with the total composition C10H16BrF6N2P2 at a distorted geometry (ωB97M-V/def2-TZVPD, the Open Molecules 2025 dataset).

Values from the calculation:
**Total charge**: -1
**Molar mass**: 420.1 g/mol
**Kohn-Sham gap**: 0.3290 Eh

Element x y z (Å)
C 2.147 -2.067 -0.420
C 2.608 -0.519 0.005
P 1.600 0.683 -1.152
C 2.802 1.717 -2.242
C 0.620 1.774 0.078
C 1.586 2.933 0.800
N 2.341 3.805 1.406
C -0.729 2.484 -0.575
C -0.668 2.521 -2.243
N -0.495 2.670 -3.515
C -2.144 1.892 -0.001
C -2.648 0.493 -0.688
C -1.561 -0.733 -0.649
Br -4.219 -0.138 0.451
H 1.179 -2.055 -1.111
H 1.866 -2.692 0.529
H 3.032 -2.554 -1.033
H 2.334 -0.302 1.144
H 3.747 -0.316 -0.185
H 3.667 0.973 -2.579
H 2.233 1.992 -3.254
H 3.198 2.695 -1.734
H 0.256 1.089 0.970
H -0.678 3.623 -0.221
H -2.980 2.706 -0.255
H -2.152 1.823 1.191
H -3.083 0.594 -1.770
H -2.161 -1.737 -0.515
H -0.970 -0.823 -1.678
H -0.794 -0.676 0.238
F -1.294 -1.839 3.592
P -1.419 -3.122 2.716
F -2.838 -2.478 2.732
F -0.216 -2.596 1.876
F -2.082 -4.453 3.182
F -0.387 -3.801 3.665
F -1.700 -3.564 1.248

***

(7)
# C10H16BrNO2

C10H16BrNO2 in the gas phase at a distorted geometry (ωB97M-V/def2-TZVPD, the Open Molecules 2025 dataset).

Values from the calculation:
**Structure (SMILES)**: C=C(C)[C@@H]1CC[C@](C)(/C(Br)=[N+](/[O-])O)C1
**Molar mass**: 262.1 g/mol
**Energy relative to the best compared isomer or geometry (same formula, charge and spin)**: 1.283 eV
**Kohn-Sham gap (alpha / beta)**: 0.3330 / 0.3331 Eh

Element x y z (Å)
C -1.678 1.476 0.023
C -0.715 1.458 -1.171
C 0.503 1.265 0.801
C -0.941 0.690 1.110
C 0.699 0.878 -0.701
C -0.992 -0.862 1.082
C 0.804 -0.588 -1.022
C 1.980 1.467 -1.269
C -1.950 -1.648 0.111
C -0.350 -1.636 1.959
N 1.567 -1.493 -0.432
O 2.362 -1.319 0.674
O 1.601 -2.685 -0.848
Br 0.034 -1.236 -2.631
H -1.668 2.526 0.548
H -2.726 1.345 -0.288
H -1.192 0.637 -1.726
H -0.585 2.410 -1.748
H 0.494 2.279 0.776
H 1.334 0.992 1.494
H -1.299 1.126 1.966
H 2.798 0.743 -1.559
H 2.342 2.144 -0.489
H 1.822 2.047 -2.240
H -1.571 -2.689 -0.040
H -1.943 -1.154 -0.896
H -2.835 -1.951 0.653
H -0.476 -2.753 1.964
H 0.192 -1.256 2.804
H 2.386 -2.208 1.094

***

(8)
# C10H16Cl3GeMoS3SbSi2

A molecular structure, C10H16Cl3GeMoS3SbSi2 at a distorted geometry (ωB97M-V/def2-TZVPD, the Open Molecules 2025 dataset).

Values from the calculation:
**Total charge**: +2
**Molar mass**: 685.3 g/mol
**Energy relative to the best compared isomer or geometry (same formula, charge and spin)**: 0.959 eV
**Kohn-Sham gap**: 0.2583 Eh

Element x y z (Å)
Mo -2.477 0.025 0.171
C 0.836 -0.165 3.137
Si 1.168 -1.033 1.584
C 1.327 -2.837 1.651
C 1.858 -0.112 0.192
C 3.249 -0.108 0.357
C 4.072 0.475 -0.597
C 3.502 1.039 -1.726
C 2.121 1.039 -1.884
C 1.265 0.480 -0.932
Si -0.535 0.674 -1.427
C -0.896 2.432 -1.888
C -0.824 -0.476 -2.864
H 1.800 -0.155 3.675
H 0.115 -0.681 3.771
H 0.531 0.867 2.974
H 2.304 -3.054 2.110
H 1.311 -3.287 0.660
H 0.561 -3.288 2.285
H 3.716 -0.572 1.233
H 5.146 0.478 -0.457
H 4.131 1.486 -2.487
H 1.705 1.503 -2.777
H -0.255 2.717 -2.732
H -0.701 3.127 -1.071
H -1.933 2.549 -2.204
H -0.133 -0.189 -3.668
H -1.839 -0.399 -3.251
H -0.619 -1.516 -2.602
S -6.097 -2.410 0.597
Sb -4.729 -2.443 -1.080
S -4.027 0.252 -1.309
S -2.065 -2.064 0.326
Cl -5.244 2.136 2.320
Ge -3.598 0.843 2.311
Cl -2.956 0.522 4.292
Cl -1.787 2.147 1.309

***

Question: Look up the molar mass of the second one.
Answer: 136.2 g/mol

***

Question: molar mass of number 3 (C10H16)?
Answer: 136.2 g/mol